*i*
Formula: C4H14N2O
Source: the Open Molecules 2025 dataset
Level of theory: ωB97M-V with the def2-TZVPD basis set

As for the spin multiplicity: 2. The gap between HOMO and LUMO (alpha / beta) comes out at 2.685 / 9.473 eV. The charge is -1.

Positions of all 21 atoms, in Å:
N -1.258 2.626 -0.778
C -0.676 1.633 0.128
C -0.095 0.453 -0.645
N 0.158 -0.781 0.104
C 0.749 -1.768 -0.798
C -1.064 -1.363 0.647
H -0.699 3.478 -0.780
H -1.228 2.303 -1.738
H -1.444 1.290 0.820
H 0.104 2.065 0.744
H 0.857 0.769 -1.097
H -0.692 0.230 -1.550
H 1.209 -2.535 -0.180
H -0.010 -2.243 -1.424
H 1.600 -1.339 -1.326
H -1.707 -0.632 1.136
H -0.828 -2.107 1.404
H -1.676 -1.796 -0.139
H 2.236 -0.615 2.405
H 1.913 0.184 1.168
O 2.552 0.147 1.896

---

*ii*
Formula: C4H14N2O
Source: the Open Molecules 2025 dataset
Level of theory: ωB97M-V with the def2-TZVPD basis set

As for the spin multiplicity: 2. The gap between HOMO and LUMO (alpha / beta) comes out at 2.612 / 8.759 eV. The charge is -1.

Positions of all 21 atoms, in Å:
C 1.005 2.162 -0.416
C 0.852 0.813 0.260
C 2.245 0.146 0.329
N -0.020 -0.256 -0.281
C -1.362 -0.064 -0.736
N -1.896 -1.108 -1.523
H 1.795 2.826 0.028
H 1.328 2.053 -1.359
H -0.012 2.700 -0.381
H 0.565 1.001 1.351
H 2.774 0.719 1.095
H 2.064 -0.924 0.672
H 2.837 0.181 -0.641
H 0.396 -0.823 -1.082
H -2.040 -0.031 0.114
H -1.509 1.008 -1.232
H -1.373 -1.460 -2.340
H -2.828 -1.489 -1.379
H -0.855 -1.265 2.965
H -0.903 -0.830 1.492
O -0.659 -1.558 2.088

---

*i* is preferred energetically. Next in line: 86.1 kJ/mol higher.

---

*i*
Formula: C2H9N4O
Source: the Open Molecules 2025 dataset
Level of theory: ωB97M-V with the def2-TZVPD basis set

The gap between HOMO and LUMO comes out at 11.114 eV. The charge is +1.

Positions of all 16 atoms, in Å:
C 0.348 1.946 -0.539
C 0.772 -0.420 -0.939
N 0.733 0.894 -0.999
N 0.408 -1.248 -1.910
N 1.679 -0.031 1.243
N -1.298 -0.179 0.636
O 1.369 -0.927 0.087
H 0.909 2.907 -0.753
H -0.624 1.892 -0.017
H 0.929 -2.098 -1.696
H 0.129 -1.059 -2.921
H 1.344 -0.392 2.065
H 2.684 -0.144 1.223
H -1.480 0.357 1.494
H -2.324 -0.561 0.479
H -1.003 -1.101 0.958

---

*ii*
Formula: C2H9N4O
Source: the Open Molecules 2025 dataset
Level of theory: ωB97M-V with the def2-TZVPD basis set

The gap between HOMO and LUMO comes out at 9.358 eV. The charge is +1.

Positions of all 16 atoms, in Å:
C 2.116 -0.374 -0.326
C -2.166 0.961 -0.106
N 2.889 -1.159 -0.637
N 1.349 0.628 -0.157
N -1.225 0.224 0.712
N 3.927 -1.943 -0.788
O -1.103 0.381 2.100
H -2.753 1.604 0.637
H -1.673 1.629 -0.841
H -2.857 0.265 -0.745
H 1.667 1.401 0.411
H 0.335 0.682 -0.398
H -1.352 -0.734 0.642
H 3.753 -2.976 -0.900
H 4.651 -1.647 -1.415
H -1.935 0.847 2.528

---

*i* is preferred energetically. Next in line: 178.1 kJ/mol higher.

---

*i*
Formula: C2H5PS2
Source: the Open Molecules 2025 dataset
Level of theory: ωB97M-V with the def2-TZVPD basis set

The gap between HOMO and LUMO (alpha / beta) comes out at 7.314 / 6.994 eV. The charge is 0.

Positions of all 10 atoms, in Å:
C 0.156 -0.022 0.129
C 1.131 1.094 0.299
P -0.061 -0.824 -1.474
S -1.226 -0.077 1.244
S -2.769 -1.219 0.838
H 1.627 1.289 -0.654
H 1.828 1.019 1.115
H 0.541 1.854 0.650
H -1.521 -1.006 -1.167
H 0.294 -2.108 -0.981

---

*ii*
Formula: C2H5PS2
Source: the Open Molecules 2025 dataset
Level of theory: ωB97M-V with the def2-TZVPD basis set

The gap between HOMO and LUMO (alpha / beta) comes out at 4.211 / 4.237 eV. The charge is 0.

Positions of all 10 atoms, in Å:
C -0.753 0.651 0.234
C 0.578 1.038 -0.357
P 0.846 -2.449 0.671
S -0.831 -1.380 0.073
S -2.131 1.543 -0.452
H -0.781 0.739 1.317
H 0.728 2.108 -0.213
H 0.607 0.827 -1.424
H 1.388 0.502 0.136
H 0.349 -3.580 0.015

---

*i* is preferred energetically. Next in line: 91.5 kJ/mol higher.

---

*i*
Formula: C3H5NOS2
Source: the Open Molecules 2025 dataset
Level of theory: ωB97M-V with the def2-TZVPD basis set

The gap between HOMO and LUMO comes out at 8.046 eV. The SMILES is CS/C(C=O)=N/S. The charge is 0.

Positions of all 12 atoms, in Å:
C 2.034 -1.085 -0.076
S 1.461 0.646 -0.042
C -0.291 0.415 -0.025
C -0.944 1.743 0.005
O -2.123 1.958 -0.120
N -0.741 -0.763 0.047
S -2.396 -1.170 -0.082
H 1.748 -1.574 0.875
H 3.110 -1.132 -0.190
H 1.535 -1.633 -0.878
H -0.388 2.670 0.012
H -3.006 -0.076 0.473

---

*ii*
Formula: C3H5NOS2
Source: the Open Molecules 2025 dataset
Level of theory: ωB97M-V with the def2-TZVPD basis set

The gap between HOMO and LUMO comes out at 9.069 eV. The SMILES is C=NSCOC=S. The charge is 0.

Positions of all 12 atoms, in Å:
C -2.564 -1.365 0.018
N -1.674 -0.515 0.354
S -0.785 0.446 -0.717
C 0.459 1.181 0.397
O 1.576 0.353 0.625
C 2.415 0.156 -0.355
S 3.686 -0.842 -0.170
H -3.108 -1.889 0.847
H -2.876 -1.666 -0.973
H -0.035 1.296 1.343
H 0.787 2.114 -0.092
H 2.118 0.731 -1.276

---

*i* is preferred energetically. Next in line: 47.0 kJ/mol higher.

---

*i*
Formula: C5H6F2N2S
Source: the Open Molecules 2025 dataset
Level of theory: ωB97M-V with the def2-TZVPD basis set

The gap between HOMO and LUMO comes out at 8.174 eV. The charge is 0.

Positions of all 16 atoms, in Å:
C 0.905 -1.912 -0.058
C -0.234 0.803 0.641
C 1.676 -3.174 -0.217
C -1.121 2.722 -0.711
C -1.222 1.822 0.520
N 1.342 -0.961 0.850
N 0.711 0.168 0.960
F -1.129 2.676 1.608
F -2.457 1.268 0.794
S -0.513 -1.718 -0.885
H 2.752 -2.827 -0.425
H 1.572 -3.820 0.700
H 1.104 -3.768 -1.048
H -1.904 3.507 -0.630
H -1.249 1.948 -1.541
H -0.232 3.265 -0.557

---

*ii*
Formula: C5H6F2N2S
Source: the Open Molecules 2025 dataset
Level of theory: ωB97M-V with the def2-TZVPD basis set

The gap between HOMO and LUMO comes out at 7.173 eV. The charge is 0.

Positions of all 16 atoms, in Å:
C -1.534 1.478 -0.438
C 0.273 -1.259 0.697
C -3.026 1.975 -0.681
C 2.636 -1.052 0.046
C 1.598 -1.924 0.788
N -1.474 0.253 0.079
N -0.438 -0.456 0.149
F 1.549 -3.068 0.119
F 2.041 -2.276 2.030
S -0.264 2.642 -0.630
H -3.099 3.073 -0.389
H -3.399 1.832 -1.607
H -3.651 1.397 0.016
H 3.547 -1.404 0.318
H 2.703 -0.043 0.528
H 2.538 -1.167 -1.023

---

*i* is preferred energetically. Next in line: 28.6 kJ/mol higher.

---

*i*
Formula: H2O4S2
Source: the Open Molecules 2025 dataset
Level of theory: ωB97M-V with the def2-TZVPD basis set

The gap between HOMO and LUMO comes out at 10.074 eV. The SMILES is O=[S@](O)(=S)OO. The charge is 0.

Positions of all 8 atoms, in Å:
O 0.427 -0.676 1.313
S 0.711 0.204 0.235
O 1.176 -0.700 -1.007
S 1.939 1.647 0.456
O -0.714 0.864 -0.182
O -1.777 -0.112 -0.302
H 0.362 -1.239 -1.140
H -2.123 0.013 0.628

---

*ii*
Formula: H2O4S2
Source: the Open Molecules 2025 dataset
Level of theory: ωB97M-V with the def2-TZVPD basis set

The gap between HOMO and LUMO comes out at 9.897 eV. The SMILES is O=[S@@H](=S)OOO. The charge is 0.

Positions of all 8 atoms, in Å:
O 1.513 -1.693 -0.939
S 0.922 -0.448 -0.776
S 0.210 0.526 -2.237
O -0.051 -0.801 0.508
O -0.433 0.641 0.960
O -1.733 0.885 0.874
H 1.669 0.325 -0.101
H -2.098 0.564 1.710

---

*i* is preferred energetically. Next in line: 317.0 kJ/mol higher.

---

*i*
Formula: CH4FP
Source: the Open Molecules 2025 dataset
Level of theory: ωB97M-V with the def2-TZVPD basis set

The gap between HOMO and LUMO comes out at 10.286 eV. The SMILES is CPF. The charge is 0.

Positions of all 7 atoms, in Å:
C 0.380 -0.632 -0.125
P -0.539 0.448 1.043
F -1.607 0.979 -0.511
H 0.378 0.095 -1.020
H -0.190 -1.463 -0.315
H 1.343 -0.971 0.118
H 0.235 1.543 0.809

---

*ii*
Formula: CH4FP
Source: the Open Molecules 2025 dataset
Level of theory: ωB97M-V with the def2-TZVPD basis set

The gap between HOMO and LUMO comes out at 10.014 eV. The SMILES is C=P.F. The charge is 0.

Positions of all 7 atoms, in Å:
C -0.773 -0.683 -1.414
P -0.359 -1.146 0.113
H -0.616 0.364 -1.662
H -1.186 -1.214 -2.170
H 0.331 0.086 0.665
F 1.585 1.661 2.162
H 1.018 0.932 2.305

---

*i* is preferred energetically. Next in line: 82.0 kJ/mol higher.

---

*i*
Formula: C8H12O
Source: the Open Molecules 2025 dataset
Level of theory: ωB97M-V with the def2-TZVPD basis set

The gap between HOMO and LUMO (alpha / beta) comes out at 7.126 / 7.124 eV. The charge is 0.

Positions of all 21 atoms, in Å:
C 2.381 -0.296 -0.074
C 1.188 -0.238 -0.185
C -1.494 -2.643 0.011
C -1.458 -1.420 -0.546
C 3.839 -0.324 -0.019
C -0.803 2.255 0.108
C -1.618 1.116 -0.503
C -1.422 -0.199 0.190
O -1.529 -0.259 1.521
H -1.506 -3.533 -0.592
H -1.482 -2.760 1.081
H -1.435 -1.314 -1.622
H 4.166 -1.202 0.542
H 4.255 -0.373 -1.028
H 4.209 0.574 0.477
H -1.117 2.484 1.126
H 0.250 1.973 0.106
H -0.931 3.157 -0.486
H -2.685 1.369 -0.455
H -1.351 1.005 -1.553
H -1.457 0.627 1.901

---

*ii*
Formula: C8H12O
Source: the Open Molecules 2025 dataset
Level of theory: ωB97M-V with the def2-TZVPD basis set

The gap between HOMO and LUMO comes out at 9.455 eV. The SMILES is CCc1ccccc1.O. The charge is 0.

Positions of all 21 atoms, in Å:
C -1.620 -1.629 0.886
C -1.378 -1.123 -0.533
C -0.694 0.249 -0.531
C 0.689 0.301 -0.146
C 1.408 1.547 -0.187
C 0.718 2.742 -0.497
C -0.700 2.761 -0.754
C -1.401 1.480 -0.788
H -0.664 -1.875 1.378
H -2.271 -2.520 0.916
H -2.109 -0.817 1.451
H -0.708 -1.894 -0.960
H -2.285 -1.079 -1.165
H 1.215 -0.619 0.141
H 2.471 1.630 0.076
H 1.173 3.730 -0.346
H -1.272 3.669 -0.987
H -2.483 1.488 -0.970
O 3.059 -2.618 0.693
H 3.735 -3.326 0.795
H 3.117 -2.098 1.527

---

*ii* is preferred energetically. Next in line: 490.5 kJ/mol higher.